Entry 1:
24
Properties=species:S:1:pos:R:3 method="wB97M-V/def2-TZVPD" total_charge=0 largest_force_ev_per_a=4.4 energy_ha=-1448.10142 spin_multiplicity=1 e_above_lowest_kj_mol=85.3
C -1.26 1.56 0.69
C 0.63 -0.26 -0.29
C 1.57 2.53 1.16
C -1.57 0.37 -2.29
C 0.33 -3.13 -0.34
O 0.33 0.65 2.82
O -1.91 -0.99 0.16
O 2.35 -1.92 0.91
P 0.42 1.17 1.45
P -1.18 0.07 -0.45
P 0.94 -1.76 0.64
H -2.02 1.64 1.56
H -1.37 2.48 0.08
H 1.29 0.00 -1.18
H 2.59 2.05 0.80
H 1.12 2.92 0.20
H 1.62 3.24 1.92
H -1.24 -0.58 -2.80
H -2.70 0.39 -2.34
H -1.35 1.27 -2.89
H 1.18 -3.15 -1.04
H 0.52 -4.02 0.23
H -0.60 -3.17 -0.85
H 0.29 -1.38 1.86

Entry 2:
24
Properties=species:S:1:pos:R:3 method="wB97M-V/def2-TZVPD" total_charge=0 largest_force_ev_per_a=1.1 energy_ha=-1453.11144 spin_multiplicity=1
C -1.50 -0.33 3.03
C -0.68 0.54 2.08
Si -0.59 -0.12 0.32
C -0.42 1.32 -0.89
C -0.35 0.82 -2.32
C 0.87 0.99 -3.12
O 0.49 -0.30 -2.57
P 1.20 -1.51 0.26
O 1.16 -2.50 -0.99
O 2.53 -0.66 -0.07
S 1.33 -2.43 1.96
H -2.56 -0.29 2.78
H -1.39 0.01 4.05
H -1.20 -1.37 2.99
H 0.34 0.60 2.46
H -1.08 1.55 2.07
H -1.85 -0.84 0.03
H -1.32 1.93 -0.84
H 0.45 1.93 -0.66
H -1.29 0.82 -2.86
H 1.75 1.38 -2.63
H 0.81 1.00 -4.19
H 0.47 -2.27 -1.62
H 2.86 -0.25 0.74

Entry 3:
22
Properties=species:S:1:pos:R:3 method="wB97M-V/def2-TZVPD" total_charge=+1 largest_force_ev_per_a=2.1 energy_ha=-454.41707 spin_multiplicity=1 e_above_lowest_kj_mol=0.8
C 1.04 1.86 2.61
O 1.00 1.00 1.46
H 0.14 2.49 2.64
H 1.13 1.23 3.50
H 1.92 2.51 2.54
C 1.12 1.63 0.20
O 0.05 1.22 -0.58
C 0.34 0.43 -1.74
C -0.73 -0.62 -1.86
O -0.70 -1.47 -0.72
C -1.56 -2.61 -0.82
H 2.10 1.37 -0.23
H 0.95 2.70 0.33
H 1.34 -0.02 -1.67
H 0.29 1.08 -2.62
H -1.73 -0.17 -1.92
H -0.53 -1.23 -2.76
H -1.38 -3.09 -1.80
H -2.60 -2.30 -0.68
H -1.28 -3.34 -0.05
Sr -0.13 -0.86 1.31
H -0.79 -1.83 2.86

Entry 4:
20
Properties=species:S:1:pos:R:3 method="wB97M-V/def2-TZVPD" total_charge=0 largest_force_ev_per_a=6.2 energy_ha=-614.81623 spin_multiplicity=1 e_above_lowest_kj_mol=218.7
C -0.06 0.02 1.69
C -0.10 1.68 -0.22
C -1.97 -0.32 0.09
C 0.23 -0.63 -0.71
C -0.52 0.18 0.28
O 2.89 -0.80 0.26
P 2.04 -0.69 -0.96
H 0.73 0.66 1.93
H 0.29 -0.98 1.89
H -0.84 0.31 2.45
H -0.25 2.51 0.43
H 0.95 1.57 -0.39
H -0.67 1.80 -1.23
H -2.08 -1.12 0.76
H -2.76 0.39 0.33
H -2.27 -0.61 -0.90
H 0.01 -2.10 -0.36
H -0.30 -0.69 -1.64
H 2.29 -1.58 -2.07
H 2.40 0.40 -1.63

Entry 5:
20
Properties=species:S:1:pos:R:3 method="wB97M-V/def2-TZVPD" total_charge=-1 largest_force_ev_per_a=1.1 energy_ha=-671.75615 spin_multiplicity=1 e_above_lowest_kj_mol=26.8
C -0.71 -0.34 -0.66
O 0.60 -0.54 -1.11
C -1.79 -0.75 -1.67
C -3.13 -0.82 -0.95
H -0.87 -0.81 0.31
H -0.85 0.75 -0.51
H 1.17 -0.70 -0.26
H -1.77 -0.05 -2.51
H -1.50 -1.73 -2.07
H -3.26 0.11 -0.39
H -3.99 -0.97 -1.61
H -3.12 -1.68 -0.27
C 2.60 1.47 0.91
C 2.28 0.58 2.09
S 1.73 -1.09 1.60
H 1.76 1.55 0.21
H 3.42 1.07 0.30
H 2.90 2.50 1.14
H 1.43 1.00 2.64
H 3.10 0.48 2.80

Entry 6:
19
Properties=species:S:1:pos:R:3 method="wB97M-V/def2-TZVPD" total_charge=0 largest_force_ev_per_a=1.6 energy_ha=-198.88277 spin_multiplicity=1 e_above_lowest_kj_mol=16.8
C -2.46 -0.66 -0.80
C -1.91 0.42 0.14
C -1.50 -0.10 1.50
H -3.37 -1.13 -0.41
H -2.77 -0.17 -1.71
H -1.69 -1.41 -0.94
H -1.07 0.88 -0.38
H -2.60 1.26 0.26
H -0.59 -0.71 1.50
H -1.30 0.71 2.20
H -2.29 -0.69 1.97
C 3.26 -0.02 0.02
C 2.13 0.48 -0.82
H 3.27 -1.12 0.10
H 4.22 0.13 -0.46
H 3.26 0.32 1.06
H 2.22 1.54 -1.06
H 1.15 0.32 -0.37
H 2.03 -0.03 -1.78